(1)
This record from OMol25 describes a structure of composition C4H8Br3O5PS in a non-equilibrium geometry. The level of theory is wB97M-V/def2-TZVPD.

XYZ file:
```
22
Properties=species:S:1:pos:R:3:nbo_charge:R:1
C 4.3235 -0.9170 1.3160 -0.6492
C 2.8476 -1.0724 0.5453 -0.0843
O 1.8932 -1.5167 1.5884 -0.5299
C 0.5062 -1.5857 1.0340 0.9888
O 0.3483 -2.3203 -0.0690 -0.5561
O -0.5392 -0.8853 1.7911 -0.7435
P -2.0885 -0.9282 1.0019 1.9021
O -2.8850 -2.4908 1.0477 -0.9283
O -3.1361 0.1588 1.9392 -0.9677
S -2.1009 -0.2123 -0.8192 -0.5640
H 5.2208 -0.8215 0.5660 0.2309
H 4.4381 -1.8577 2.0397 0.2271
H 4.2909 0.0238 2.0349 0.2200
H 2.9196 -1.8478 -0.3395 0.2105
H 2.6004 -0.0127 0.0951 0.1938
H -3.8651 -2.2640 0.8713 0.5180
H -3.4483 0.8979 1.3190 0.5273
C -2.3844 3.5508 -3.2058 -0.4902
Br -2.0395 3.4358 -1.2948 0.0884
Br -1.4560 5.0540 -4.0197 0.0856
Br -1.9883 1.8772 -4.1149 0.0941
H -3.4571 3.7342 -3.3266 0.2267
```

Calculated values
largest force on an atom	0.17327	hartree/bohr
Kohn-Sham gap	8.928	eV
LUMO level	-0.348	eV


(2)
This record from OMol25 describes a structure of composition C4H8Br4ClNi in a non-equilibrium geometry. The level of theory is wB97M-V/def2-TZVPD.

XYZ file:
```
18
Properties=species:S:1:pos:R:3:nbo_charge:R:1
Ni 15.1699 17.5347 35.3845 1.4681
Cl 16.6624 19.4780 35.3649 -0.4667
Br 19.8585 18.7520 32.5612 0.0377
C 19.1714 20.6472 32.5431 -0.4374
C 20.2476 21.5819 33.1248 -0.4395
Br 19.5538 23.4321 33.3664 0.3991
H 18.3360 20.6593 33.2432 0.2071
H 18.9066 20.8666 31.5087 0.2517
H 21.0983 21.6039 32.4437 0.2765
H 20.5526 21.2745 34.1251 0.2496
Br 16.2299 24.0728 34.7923 0.2875
C 16.0455 22.8353 36.4170 -0.3787
C 15.2860 23.6106 37.4679 -0.4833
Br 15.2516 22.6045 39.2012 0.0653
H 17.0960 22.6062 36.5960 0.2425
H 15.4603 21.9392 36.2105 0.2278
H 14.3168 24.0218 37.1855 0.2535
H 15.8280 24.5364 37.6606 0.2393
```

Calculated values
largest force on an atom	0.05701	hartree/bohr
expectation value of S²	3.77
multiplicity	4
charge	+2
Kohn-Sham gap (alpha / beta)	4.807 / 3.136	eV
LUMO level (alpha / beta)	-10.857 / -12.522	eV


(3)
This record from OMol25 describes a structure of composition C4H8BrCl3NO8P2V in a non-equilibrium geometry. The level of theory is wB97M-V/def2-TZVPD.

XYZ file:
```
28
Properties=species:S:1:pos:R:3:nbo_charge:R:1
V -1.7056 0.9955 -0.0470 1.3695
N 1.8481 -2.3604 0.4739 -0.7067
C 0.4336 -1.8260 0.0988 -0.6008
C -0.3275 -2.9752 -0.5111 -0.6739
P 0.7848 -0.3737 -1.0847 2.3471
O 0.9787 -1.1625 -2.4342 -0.9771
O 1.9280 0.4142 -0.5732 -1.0678
O -0.5570 0.4029 -1.2810 -0.9629
P -0.2873 -1.2160 1.6890 2.4107
O 0.7973 -0.1446 2.1351 -1.0081
O -0.5716 -2.3138 2.5388 -1.0468
O -1.4233 -0.2628 1.2171 -0.9696
H 2.3384 -2.7031 -0.3465 0.4418
H 1.7032 -3.1453 1.1256 0.4589
H 2.3638 -1.5225 0.8025 0.4759
H 0.2636 -3.6074 -1.1833 0.2384
H -1.1750 -2.5795 -1.0910 0.2623
H -0.8253 -3.6185 0.2001 0.2629
H 1.6502 -0.6360 -2.9598 0.5369
H 1.4116 -0.2886 2.8866 0.5430
Cl -1.7416 3.4010 -1.7732 0.0200
C -0.6423 4.3635 -0.5965 -0.1829
Cl -1.0808 6.1021 -0.7034 0.1075
Cl 0.9993 4.0015 -1.0555 0.1163
C -1.0839 3.7951 0.8104 0.7456
O -1.2719 4.4967 1.7167 -0.4349
O -1.1511 2.4381 0.8720 -0.6602
Br -3.6562 0.3254 -0.9261 -0.0454
```

Calculated values
largest force on an atom	0.06265	hartree/bohr
expectation value of S²	0.76
multiplicity	2
charge	+1
Kohn-Sham gap (alpha / beta)	8.259 / 9.015	eV
energy above the lowest of the compared OMol25 structures with the same formula, charge and spin	0.0	kcal/mol
LUMO level (alpha / beta)	-5.743 / -5.045	eV


(4)
This record from OMol25 describes the ion C4H8BrClN with charge +1 in a non-equilibrium geometry. The level of theory is wB97M-V/def2-TZVPD.

XYZ file:
```
15
Properties=species:S:1:pos:R:3:nbo_charge:R:1
C 0.2200 -0.9112 -1.1262 -0.5404
C -0.6334 0.1291 0.0414 0.0857
N 0.0769 -0.0215 1.4049 -0.7261
Br -2.3612 -0.7243 0.4786 0.0846
C -0.5814 1.5404 -0.4957 -0.3634
C -1.5677 2.1630 -1.1224 -0.1753
Cl -1.3772 3.7398 -1.4530 0.1376
H 0.3516 -1.9662 -0.7435 0.2244
H -0.3695 -0.7610 -1.9448 0.2347
H 1.1313 -0.4613 -1.1147 0.2017
H 0.0805 -1.0743 1.5759 0.4689
H -0.4709 0.5473 2.0251 0.4529
H 1.0485 0.2561 1.4459 0.4390
H 0.2237 2.0028 -0.0799 0.2181
H -2.5267 1.6771 -1.5175 0.2577
```

Calculated values
largest force on an atom	0.11887	hartree/bohr
SMILES string	C[C@]([NH3+])(Br)/C=C/Cl
charge	+1
Kohn-Sham gap	9.775	eV
energy above the lowest of the compared OMol25 structures with the same formula, charge and spin	29.1	kcal/mol
LUMO level	-3.702	eV


(5)
This record from OMol25 describes a cluster of 2 separate species, C4H8BrN2 in total in a non-equilibrium geometry. The level of theory is wB97M-V/def2-TZVPD.

XYZ file:
```
15
Properties=species:S:1:pos:R:3:nbo_charge:R:1
C -0.0282 1.7284 -1.2416 0.1480
C -0.8280 0.9540 -0.1920 -0.2915
C 0.7587 -0.2598 -1.5851 0.0135
C 0.2808 -1.0225 0.8558 -0.4486
N 0.8152 1.0969 -1.9211 -0.4078
N -0.2327 -0.4212 -0.3644 -0.4387
Br 0.2701 -1.4349 -3.0776 0.1407
H -0.3567 2.7900 -1.4187 0.2417
H -0.5670 1.2448 0.7941 0.2489
H -1.8500 0.9443 -0.4904 0.2532
H 2.2400 -0.6546 -1.3449 0.3023
H 0.9281 -1.9734 0.7416 0.2681
H 0.8118 -0.2364 1.3779 0.2310
H -0.4015 -1.3734 1.6114 0.2617
H -1.1019 -0.9483 -0.8761 0.4773
```

Calculated values
largest force on an atom	0.10997	hartree/bohr
charge	+1
Kohn-Sham gap	10.722	eV
energy above the lowest of the compared OMol25 structures with the same formula, charge and spin	97.9	kcal/mol
LUMO level	-3.938	eV


(6)
This record from OMol25 describes the ion C4H8BrN2 with charge +1 in a non-equilibrium geometry. The level of theory is wB97M-V/def2-TZVPD.

XYZ file:
```
15
Properties=species:S:1:pos:R:3:nbo_charge:R:1
C -1.0777 1.2984 -0.1834 -0.4508
N 0.0139 0.4667 0.3314 -0.4167
C -0.4659 -0.8823 1.0329 -0.0639
N 0.0821 -1.9322 0.2360 -0.3247
C 0.6839 -1.5515 -0.7797 0.1133
C 1.0132 0.0203 -0.7064 -0.0949
Br 2.7978 0.3319 0.2549 0.0674
H -1.6108 0.7979 -1.0847 0.2410
H -1.9267 1.5172 0.4541 0.2589
H -0.7765 2.2471 -0.4125 0.2385
H 0.6049 1.0273 0.9352 0.4580
H -1.5278 -0.9361 0.9062 0.2451
H 0.0341 -0.7631 2.0601 0.2554
H 1.2287 -2.1711 -1.4573 0.2404
H 0.9268 0.5295 -1.5868 0.2332
```

Calculated values
largest force on an atom	0.08056	hartree/bohr
SMILES string	C[N@H+]1CN=C[C@@H]1Br
charge	+1
Kohn-Sham gap	10.470	eV
energy above the lowest of the compared OMol25 structures with the same formula, charge and spin	62.7	kcal/mol
LUMO level	-4.497	eV


(7)
This record from OMol25 describes a cluster of 2 separate species, C4H8BrNO in total in a non-equilibrium geometry. The level of theory is wB97M-V/def2-TZVPD.

XYZ file:
```
15
Properties=species:S:1:pos:R:3:nbo_charge:R:1
C -0.1213 -1.1432 -0.3440 0.5298
C 1.4940 0.7449 -0.8130 -0.7206
C -0.9534 1.1699 0.1759 -0.7103
C 0.2173 0.2669 -0.1890 0.3593
N -1.1679 -1.5452 0.4099 -0.7894
O 0.3521 -1.8296 -1.2098 -0.5603
Br 1.0439 -0.7486 2.6767 -0.4288
H 2.0153 -0.1399 -1.1705 0.2656
H 1.2105 1.3252 -1.7015 0.2461
H 2.1504 1.3199 -0.2260 0.2627
H -0.3770 2.1017 0.3945 0.2383
H -1.7084 1.1688 -0.6891 0.2637
H -1.4173 0.8445 1.0632 0.2449
H -1.3284 -1.0090 1.1773 0.3869
H -1.4097 -2.5262 0.4455 0.4121
```

Calculated values
largest force on an atom	0.05939	hartree/bohr
Kohn-Sham gap (alpha / beta)	7.693 / 5.873	eV
energy above the lowest of the compared OMol25 structures with the same formula, charge and spin	46.6	kcal/mol
LUMO level (alpha / beta)	-1.854 / -2.959	eV


(8)
This record from OMol25 describes a cluster of 2 separate species, C4H8BrNO in total in a non-equilibrium geometry. The level of theory is wB97M-V/def2-TZVPD.

XYZ file:
```
15
Properties=species:S:1:pos:R:3:nbo_charge:R:1
C -0.1793 -0.5695 -1.7502 -0.7176
C 0.7357 1.1337 -0.2115 -0.3887
C -0.5126 -1.1556 1.1206 -0.1435
C 0.6437 -0.0781 -0.5926 0.0919
N -1.4086 -0.3207 1.0933 -0.1059
O -1.3283 0.7076 1.9724 -0.5433
Br 2.3381 -1.2371 -0.3515 -0.1191
H -1.1583 -0.0799 -1.8285 0.2433
H 0.3518 -0.2038 -2.6920 0.2277
H -0.2213 -1.6111 -1.8329 0.2317
H 1.5068 1.4588 0.4778 0.1962
H -0.0602 1.8505 -0.2409 0.2165
H -0.5854 0.6182 2.6993 0.4388
H -0.5067 -2.0244 0.5256 0.2100
H 0.3495 -1.0749 1.9039 0.1620
```

Calculated values
largest force on an atom	0.23867	hartree/bohr
expectation value of S²	2.01
multiplicity	3
Kohn-Sham gap (alpha / beta)	6.336 / 7.011	eV
energy above the lowest of the compared OMol25 structures with the same formula, charge and spin	100.5	kcal/mol
LUMO level (alpha / beta)	0.662 / -2.864	eV